{"formula": "C4H12N4O", "method": "wB97M-V/def2-TZVPD", "species": ["H", "N", "C", "N", "C", "C", "O", "H", "H", "H", "H", "H", "C", "N", "N", "H", "H", "H", "H", "H", "H"], "coordinates": [[-1.661, 2.803, 0.042], [-0.990, 2.328, 0.636], [-0.207, 1.512, 0.038], [-0.162, 1.285, -1.300], [1.050, 1.170, 0.871], [2.120, 0.520, 0.411], [0.933, 1.538, 2.167], [-0.056, 0.356, -1.703], [-0.747, 1.810, -1.934], [2.186, 0.195, -0.610], [2.919, 0.257, 1.084], [0.128, 2.092, 2.203], [-1.383, -1.750, 0.525], [-0.035, -1.866, 0.017], [0.103, -1.585, -1.403], [-1.735, -0.717, 0.617], [-1.404, -2.237, 1.498], [-2.079, -2.286, -0.122], [0.681, -1.356, 0.553], [0.986, -1.998, -1.698], [-0.649, -2.071, -1.891]], "mulliken_charge": [0.233, -0.872, 0.717, -0.377, 0.436, -1.089, -0.603, 0.350, 0.224, 0.396, 0.283, 0.367, -0.773, -0.309, -0.533, 0.207, 0.300, 0.317, 0.286, 0.208, 0.232], "multiplicity": 1, "gap_ev": 8.895, "charge": 0, "e_lumo_ev": 0.919, "e_above_lowest_ev": 2.7137}


{"formula": "C55H57AsN3OsP2", "method": "wB97M-V/def2-TZVPD", "species": ["Os", "C", "N", "P", "C", "C", "C", "C", "C", "C", "C", "C", "C", "C", "C", "C", "P", "C", "C", "C", "C", "C", "C", "C", "C", "C", "C", "C", "C", "H", "H", "H", "H", "H", "H", "H", "H", "H", "H", "H", "H", "H", "H", "H", "H", "H", "H", "H", "H", "H", "H", "H", "C", "C", "C", "C", "N", "C", "C", "H", "H", "H", "H", "H", "H", "H", "C", "C", "C", "C", "C", "C", "As", "N", "C", "C", "C", "C", "C", "C", "C", "C", "C", "C", "C", "C", "C", "C", "C", "C", "C", "C", "H", "H", "H", "H", "H", "H", "H", "H", "H", "H", "H", "H", "H", "H", "H", "H", "H", "H", "H", "H", "H", "H", "H", "H", "H", "H", "H"], "coordinates": [[0.466, -0.976, -0.715], [0.692, -4.671, 0.166], [-0.492, -3.772, 0.083], [-0.200, -2.383, 1.114], [0.411, -3.186, 2.605], [1.715, -3.044, 3.060], [2.150, -3.798, 4.142], [1.282, -4.689, 4.755], [-0.023, -4.830, 4.296], [-0.467, -4.082, 3.220], [-1.669, -1.459, 1.667], [-2.461, -0.737, 0.764], [-3.451, 0.122, 1.217], [-3.637, 0.311, 2.580], [-2.820, -0.351, 3.484], [-1.843, -1.229, 3.034], [-0.666, -3.047, -1.492], [-2.456, -2.982, -1.737], [-3.309, -3.725, -0.927], [-4.674, -3.706, -1.168], [-5.191, -2.949, -2.208], [-4.340, -2.207, -3.020], [-2.976, -2.223, -2.786], [-0.113, -4.265, -2.693], [0.844, -3.947, -3.651], [1.201, -4.885, -4.611], [0.607, -6.136, -4.607], [-0.350, -6.457, -3.649], [-0.720, -5.525, -2.699], [0.713, -5.152, 1.140], [1.639, -4.134, 0.015], [0.615, -5.443, -0.592], [2.403, -2.371, 2.561], [3.165, -3.696, 4.496], [1.622, -5.282, 5.592], [-0.693, -5.529, 4.774], [-1.483, -4.198, 2.863], [-2.358, -0.872, -0.307], [-4.084, 0.631, 0.504], [-4.420, 0.966, 2.935], [-2.956, -0.206, 4.546], [-1.226, -1.743, 3.758], [-2.908, -4.317, -0.115], [-5.336, -4.289, -0.543], [-6.255, -2.943, -2.396], [-4.741, -1.625, -3.837], [-2.327, -1.650, -3.435], [1.335, -2.984, -3.642], [1.945, -4.639, -5.355], [0.887, -6.867, -5.351], [-0.810, -7.434, -3.650], [-1.487, -5.771, -1.973], [1.898, 1.834, -6.354], [1.567, 1.173, -5.058], [0.647, 0.130, -4.971], [0.394, -0.468, -3.758], [0.988, -0.094, -2.609], [1.872, 0.924, -2.687], [2.179, 1.560, -3.867], [1.241, 1.507, -7.155], [2.926, 1.598, -6.635], [1.835, 2.918, -6.262], [0.130, -0.226, -5.851], [-0.306, -1.287, -3.694], [2.350, 1.227, -1.769], [2.902, 2.363, -3.854], [1.388, 6.091, -3.482], [0.950, 5.146, -2.407], [1.292, 5.354, -1.081], [0.895, 4.504, -0.048], [1.216, 4.976, 1.343], [0.170, 3.357, -0.409], [-0.293, 1.874, 0.757], [1.080, 0.631, 0.355], [2.422, 0.784, 0.654], [3.286, -0.283, 0.344], [4.635, -0.205, 0.621], [5.156, 0.947, 1.205], [4.314, 2.008, 1.515], [2.960, 1.931, 1.248], [-0.500, 2.341, 2.581], [0.101, 1.683, 3.682], [0.893, 0.418, 3.567], [-0.062, 2.244, 4.934], [-0.875, 3.357, 5.150], [-1.038, 3.944, 6.510], [-1.592, 3.883, 4.067], [-1.462, 3.380, 2.794], [-2.336, 3.925, 1.699], [-0.264, 3.158, -1.736], [-1.246, 2.078, -2.111], [0.145, 4.049, -2.710], [1.855, 6.980, -3.067], [0.540, 6.400, -4.092], [2.109, 5.611, -4.145], [1.872, 6.230, -0.819], [2.195, 5.452, 1.361], [1.190, 4.204, 2.109], [0.487, 5.735, 1.636], [2.894, -1.200, -0.110], [5.284, -1.034, 0.382], [6.213, 1.013, 1.417], [4.716, 2.900, 1.972], [2.315, 2.760, 1.497], [0.585, -0.176, 2.706], [0.744, -0.182, 4.463], [1.962, 0.620, 3.479], [0.434, 1.786, 5.779], [-0.460, 3.410, 7.259], [-2.089, 3.937, 6.802], [-0.725, 4.989, 6.505], [-2.280, 4.699, 4.242], [-2.941, 4.744, 2.079], [-3.013, 3.149, 1.331], [-1.767, 4.306, 0.850], [-0.916, 1.076, -1.812], [-1.401, 2.064, -3.188], [-2.214, 2.257, -1.636], [-0.197, 3.909, -3.727]], "mulliken_charge": [1.355, -0.984, 0.432, 0.986, 0.504, -0.480, -0.716, -0.716, -0.798, -0.237, 1.175, -0.364, -0.550, -0.817, -0.733, -0.999, -0.189, 0.713, -0.110, -0.745, -0.751, -0.776, -0.287, 0.604, -0.134, -0.860, -0.614, -0.705, -0.533, 0.283, 0.349, 0.426, 0.480, 0.503, 0.437, 0.489, 0.484, -0.366, 0.612, 0.502, 0.537, 0.397, 0.485, 0.476, 0.459, 0.502, 0.346, 0.376, 0.479, 0.434, 0.461, 0.449, -1.522, 0.839, -1.136, -0.067, 0.158, -0.374, -0.562, 0.413, 0.351, 0.337, 0.483, 0.371, 0.054, 0.628, -1.602, 0.492, -1.026, 1.257, -1.905, 0.916, 0.515, 0.217, 1.599, -0.949, -0.955, -0.910, -0.855, -0.347, 1.726, -0.584, -0.777, -0.678, 0.445, -1.514, -0.988, 0.443, -1.607, -0.182, -1.201, -0.648, 0.406, 0.384, 0.285, 0.485, 0.556, 0.194, 0.422, 0.608, 0.541, 0.466, 0.537, 0.221, -1.096, 0.918, 0.550, 0.487, 0.425, 0.375, 0.357, 0.508, 0.529, 0.195, 0.290, -0.208, 0.489, 0.388, 0.563], "multiplicity": 5, "gap_ev": [8.349, 5.411], "charge": 3, "e_lumo_ev": [-7.322, -10.291], "e_above_lowest_ev": 0.0000, "s_squared": 6.048}


{"formula": "C11H14", "method": "wB97M-V/def2-TZVPD", "species": ["C", "C", "C", "C", "C", "C", "C", "C", "C", "C", "C", "H", "H", "H", "H", "H", "H", "H", "H", "H", "H", "H", "H", "H", "H"], "coordinates": [[1.178, 1.584, 2.892], [-0.061, 1.021, 3.148], [1.824, 1.414, 1.664], [-0.727, 0.246, 2.201], [1.144, 0.655, 0.762], [-0.098, 0.072, 0.988], [0.964, -0.136, -1.002], [-0.358, -0.630, -0.327], [0.938, 0.882, -2.098], [-1.639, -0.173, -1.020], [-0.365, -2.152, -0.176], [1.663, 2.174, 3.659], [-0.522, 1.195, 4.111], [2.786, 1.863, 1.471], [-1.692, -0.191, 2.419], [1.716, -0.906, -1.122], [0.362, 1.756, -1.816], [0.491, 0.454, -2.995], [1.948, 1.198, -2.341], [-1.671, 0.909, -1.109], [-2.504, -0.490, -0.440], [-1.711, -0.614, -2.012], [0.522, -2.481, 0.356], [-0.383, -2.626, -1.153], [-1.240, -2.475, 0.381]], "mulliken_charge": [-0.241, -0.621, -1.018, -0.498, 0.240, -0.123, -0.379, 2.074, -1.578, -1.817, -1.763, 0.387, 0.364, 0.414, 0.443, 0.466, 0.354, 0.376, 0.429, 0.390, 0.434, 0.403, 0.442, 0.435, 0.385], "multiplicity": 1, "gap_ev": 9.817, "charge": 0, "e_lumo_ev": 0.923, "e_above_lowest_ev": 0.0000}


{"formula": "C3H10N2O", "method": "wB97M-V/def2-TZVPD", "species": ["C", "N", "N", "C", "C", "O", "H", "H", "H", "H", "H", "H", "H", "H", "H", "H"], "coordinates": [[-1.651, -0.231, 1.088], [-0.213, -0.236, 1.318], [0.619, 0.874, 0.568], [1.309, 0.192, -0.523], [0.467, -0.003, -1.797], [1.764, -0.998, -0.049], [-2.115, 0.713, 1.396], [-1.838, -0.354, 0.022], [-2.115, -1.052, 1.637], [-0.004, -0.096, 2.309], [0.011, 1.626, 0.237], [2.079, 1.013, -0.641], [-0.035, 0.915, -2.102], [1.113, -0.368, -2.591], [-0.293, -0.763, -1.613], [0.900, -1.233, 0.740]], "mulliken_charge": [-0.762, -0.360, -0.447, 0.301, -1.141, -0.674, 0.291, 0.276, 0.306, 0.243, 0.247, 0.294, 0.341, 0.332, 0.232, 0.521], "multiplicity": 1, "gap_ev": 9.866, "charge": 0, "e_lumo_ev": 0.898, "e_above_lowest_ev": 2.9176}


{"formula": "C6H7B", "method": "wB97M-V/def2-TZVPD", "species": ["C", "C", "C", "B", "C", "C", "C", "H", "H", "H", "H", "H", "H", "H"], "coordinates": [[-0.727, -0.606, -2.280], [-0.648, -0.974, -1.145], [-0.517, -1.471, 0.211], [0.540, -0.739, 1.127], [1.227, 0.601, 0.660], [0.216, 1.607, 0.408], [-0.654, 2.409, 0.221], [-0.784, -0.242, -3.261], [-0.293, -2.543, 0.162], [-1.495, -1.400, 0.701], [0.769, -1.198, 2.182], [1.976, 1.006, 1.341], [1.786, 0.421, -0.391], [-1.398, 3.129, 0.065]], "mulliken_charge": [0.103, -0.257, -0.854, 0.115, -0.754, -0.363, 0.119, 0.412, 0.309, 0.263, -0.081, 0.335, 0.238, 0.415], "multiplicity": 1, "gap_ev": 10.011, "charge": 0, "e_lumo_ev": 0.470, "e_above_lowest_ev": 0.9062}


{"formula": "C23H47ClN3O8PS", "method": "wB97M-V/def2-TZVPD", "species": ["N", "P", "O", "O", "C", "C", "C", "C", "Cl", "C", "O", "S", "O", "O", "O", "H", "H", "H", "H", "H", "H", "H", "H", "H", "H", "H", "C", "C", "C", "C", "C", "C", "N", "O", "C", "C", "C", "H", "H", "H", "H", "H", "H", "H", "H", "H", "H", "H", "H", "H", "H", "H", "H", "H", "H", "C", "C", "C", "C", "C", "C", "N", "O", "C", "C", "C", "H", "H", "H", "H", "H", "H", "H", "H", "H", "H", "H", "H", "H", "H", "H", "H", "H", "H"], "coordinates": [[4.438, -0.411, 4.124], [3.047, -0.333, 3.251], [1.936, 0.647, 4.224], [3.391, 0.516, 1.769], [2.322, -2.115, 2.953], [0.746, -1.833, 2.561], [-0.278, -2.283, 3.761], [-1.865, -1.877, 3.476], [-2.497, -2.496, 1.846], [3.186, -3.164, 2.036], [4.199, -3.830, 2.922], [3.239, -4.228, 4.315], [2.437, -5.500, 3.854], [4.039, -4.369, 5.664], [2.350, -2.763, 4.291], [4.645, -1.419, 4.299], [1.670, 0.103, 5.022], [3.669, -0.098, 1.027], [0.555, -2.391, 1.534], [0.673, -0.670, 2.325], [-0.270, -3.475, 3.788], [-0.022, -1.809, 4.816], [-2.057, -0.721, 3.665], [-2.481, -2.449, 4.322], [2.437, -4.019, 1.676], [3.822, -2.771, 1.134], [6.029, 2.538, -4.127], [5.071, 2.007, -3.022], [4.085, 3.129, -2.590], [4.724, 4.206, -1.717], [5.456, 3.588, -0.530], [6.473, 2.494, -0.945], [5.881, 1.475, -1.874], [5.043, 0.640, -1.113], [7.710, 3.161, -1.602], [7.060, 1.846, 0.353], [4.243, 0.898, -3.747], [6.210, 3.613, -4.054], [6.995, 2.021, -4.103], [5.627, 2.375, -5.134], [3.246, 2.692, -2.032], [3.645, 3.605, -3.475], [5.410, 4.822, -2.308], [3.946, 4.885, -1.350], [5.964, 4.385, 0.028], [4.710, 3.167, 0.157], [8.409, 2.408, -1.985], [8.260, 3.772, -0.875], [7.461, 3.841, -2.417], [6.285, 1.429, 1.006], [7.598, 2.589, 0.954], [7.768, 1.047, 0.108], [4.888, 0.075, -4.075], [3.743, 1.302, -4.636], [3.446, 0.483, -3.118], [-5.709, -1.534, -2.220], [-6.201, -1.566, -0.745], [-7.451, -2.482, -0.621], [-8.727, -1.860, -1.182], [-8.965, -0.471, -0.596], [-7.742, 0.470, -0.744], [-6.463, -0.162, -0.277], [-6.486, -0.179, 1.129], [-7.608, 0.912, -2.226], [-8.053, 1.808, 0.003], [-5.028, -2.253, 0.026], [-6.515, -1.688, -2.942], [-5.207, -0.588, -2.456], [-4.974, -2.322, -2.426], [-7.628, -2.729, 0.434], [-7.270, -3.437, -1.130], [-8.680, -1.807, -2.275], [-9.580, -2.504, -0.945], [-9.845, -0.028, -1.078], [-9.227, -0.583, 0.465], [-6.702, 1.509, -2.381], [-8.459, 1.534, -2.529], [-7.594, 0.082, -2.932], [-8.299, 1.655, 1.061], [-8.919, 2.314, -0.441], [-7.204, 2.498, -0.054], [-4.115, -1.649, -0.025], [-4.800, -3.236, -0.406], [-5.263, -2.436, 1.082]], "mulliken_charge": [-0.863, 1.085, -0.540, -0.384, 0.167, -0.707, -0.400, -0.557, -0.194, -0.334, -0.352, 1.039, -0.539, -0.512, -0.244, 0.270, 0.345, 0.264, 0.428, 0.298, 0.243, 0.221, 0.329, 0.347, 0.374, 0.215, -1.783, 1.905, -1.257, -0.494, -1.075, 1.658, 0.103, -0.406, -1.732, -1.599, -1.841, 0.315, 0.339, 0.471, 0.401, 0.318, 0.296, 0.385, 0.426, 0.170, 0.367, 0.433, 0.309, 0.232, 0.409, 0.438, 0.450, 0.455, 0.318, -1.865, 2.057, -1.227, -0.549, -1.181, 1.531, 0.228, -0.499, -1.664, -1.723, -2.237, 0.349, 0.339, 0.457, 0.392, 0.351, 0.297, 0.381, 0.372, 0.361, 0.370, 0.434, 0.308, 0.349, 0.406, 0.436, 0.603, 0.459, 0.458], "multiplicity": 3, "gap_ev": [8.497, 8.206], "charge": 0, "e_lumo_ev": [-0.348, -0.639], "s_squared": 2.010}


Number 1: maximum force 2.00 eV/A. Number 2: maximum force 0.87 eV/A. Number 3: maximum force 4.54 eV/A. Number 4: maximum force 3.82 eV/A. Number 5: maximum force 2.58 eV/A. Number 6: maximum force 7.15 eV/A.